Record 1
Computed, not measured: an isolated molecule of C3H2F4 at a distorted geometry, with ωB97M-V with the def2-TZVPD basis set.

Frontier orbital gap, eV: 9.1
Multiplicity: 1
Net charge: 0
Highest occupied orbital energy, eV: -9.133
LUMO energy, eV: 0.0

Positions of all 9 atoms, in Å:
F  2.78  -0.02  0.16
F  -1.37  -1.30  0.15
F  0.46  1.72  -0.60
F  -2.04  0.75  0.74
C  0.27  0.49  -0.22
C  1.55  -0.41  0.37
C  -1.23  0.03  -0.13
H  1.41  -1.45  0.64
H  -1.83  0.19  -1.10

=====

Record 2
Computed, not measured: a cluster of 2 separate species, C3H2F4 in total at a distorted geometry, with ωB97M-V with the def2-TZVPD basis set.

Frontier orbital gap (spin up / spin down), eV: 9.5 / 9.4
Multiplicity: 1
Net charge: 0
Highest occupied orbital energy (spin up / spin down), eV: -9.833 / -9.680
LUMO energy (spin up / spin down), eV: -0.3 / -0.3

Positions of all 9 atoms, in Å:
F  2.29  -0.09  1.26
F  1.69  -0.30  -0.85
F  -1.28  1.50  1.37
F  1.11  -1.90  0.57
C  1.38  -0.58  0.42
C  -0.88  0.68  0.41
C  -1.34  0.27  -0.74
H  -0.78  -0.39  -1.27
H  -2.20  0.82  -1.16

=====

Record 3
Computed, not measured: a cluster of 2 separate species, C3H2F4O in total at a distorted geometry, with ωB97M-V with the def2-TZVPD basis set.

Frontier orbital gap (spin up / spin down), eV: 8.1 / 7.6
Multiplicity: 3
Net charge: 0
Highest occupied orbital energy (spin up / spin down), eV: -7.485 / -10.118
LUMO energy (spin up / spin down), eV: 0.6 / -2.5

Positions of all 10 atoms, in Å:
F  -3.57  -0.59  0.20
F  -2.36  2.12  -0.12
F  0.72  2.04  -1.37
F  0.37  2.52  0.67
O  1.14  0.46  0.28
C  -1.80  0.94  -0.22
C  0.43  1.52  -0.20
C  -2.21  -0.26  0.06
H  -1.58  -1.09  0.21
H  2.01  0.78  0.48

=====

Record 4
Computed, not measured: a structure of composition C3H2FHgLiO3 at a distorted geometry, with ωB97M-V with the def2-TZVPD basis set.

Frontier orbital gap (spin up / spin down), eV: 3.4 / 7.4
Multiplicity: 3
Net charge: 0
Highest occupied orbital energy (spin up / spin down), eV: -4.188 / -8.966
LUMO energy (spin up / spin down), eV: -0.8 / -1.5

Positions of all 11 atoms, in Å:
Hg  0.71  -1.87  1.44
F  1.82  0.79  0.02
O  -1.07  -0.44  1.82
O  -2.22  1.46  1.28
O  -0.31  0.93  -0.55
C  0.89  -1.13  -0.94
C  0.79  0.24  -0.73
C  -1.54  0.49  1.24
Li  -0.91  2.68  -1.01
H  1.86  -1.52  -1.28
H  -0.02  -1.63  -1.29

=====

Record 5
Computed, not measured: an isolated molecule of C3H2FIO2 at a distorted geometry, with ωB97M-V with the def2-TZVPD basis set.

Frontier orbital gap (spin up / spin down), eV: 7.1 / 8.5
Multiplicity: 1
Net charge: 0
Highest occupied orbital energy (spin up / spin down), eV: -7.783 / -8.749
LUMO energy (spin up / spin down), eV: -0.7 / -0.3

Positions of all 9 atoms, in Å:
I  3.05  -0.55  -0.20
F  -0.06  1.56  0.83
O  0.31  -0.63  0.98
O  0.35  -0.28  -1.27
C  -0.88  0.28  -0.85
C  -0.65  0.21  0.64
C  1.03  -0.66  -0.25
H  -1.43  0.17  1.34
H  -1.72  -0.10  -1.22

=====

Record 6
Computed, not measured: a structure of composition C3H2FIO2 at a distorted geometry, with ωB97M-V with the def2-TZVPD basis set.

Frontier orbital gap, eV: 8.7
Multiplicity: 1
Net charge: 0
Highest occupied orbital energy, eV: -8.827
LUMO energy, eV: -0.2

Positions of all 9 atoms, in Å:
I  -2.82  -0.94  -0.06
F  -1.67  1.62  0.05
O  -0.26  0.26  -1.08
O  -0.05  0.11  1.35
C  1.09  -0.27  0.68
C  -1.19  0.38  -0.06
C  1.05  -0.18  -0.66
H  2.08  -0.47  1.15
H  1.76  -0.51  -1.38

=====

Record 7
Computed, not measured: an isolated molecule of C3H2FN at a distorted geometry, with ωB97M-V with the def2-TZVPD basis set.

Frontier orbital gap, eV: 11.2
Multiplicity: 1
Net charge: 0
Highest occupied orbital energy, eV: -10.814
LUMO energy, eV: 0.4

Positions of all 7 atoms, in Å:
F  -1.20  -0.11  -1.32
N  2.05  0.97  -1.19
C  -0.48  -0.37  0.87
C  1.02  0.59  -0.84
C  -0.26  0.00  -0.37
H  -1.45  -0.75  1.19
H  0.32  -0.32  1.66

=====

Record 8
Computed, not measured: an isolated molecule of C3H2FNO at a distorted geometry, with ωB97M-V with the def2-TZVPD basis set.

Frontier orbital gap, eV: 10.8
Multiplicity: 1
Net charge: 0
Highest occupied orbital energy, eV: -9.914
LUMO energy, eV: 0.9

Positions of all 8 atoms, in Å:
F  -2.58  -0.03  0.01
O  -0.51  -1.05  -0.03
N  -0.49  1.20  -0.03
C  0.79  0.67  -0.04
C  0.83  -0.66  -0.04
C  -1.21  0.11  -0.09
H  1.71  1.28  0.12
H  1.47  -1.53  0.11

=====

Record 9
Computed, not measured: an isolated molecule of C3H2FNO at a distorted geometry, with ωB97M-V with the def2-TZVPD basis set.

Frontier orbital gap, eV: 10.4
Multiplicity: 1
Net charge: 0
Highest occupied orbital energy, eV: -9.477
LUMO energy, eV: 0.9

Positions of all 8 atoms, in Å:
F  2.23  -0.20  0.02
O  0.15  -1.19  -0.05
N  -1.11  0.61  0.01
C  -1.08  -0.68  0.00
C  0.94  -0.09  -0.02
C  0.19  1.02  -0.04
H  -1.83  -1.46  0.11
H  0.52  2.00  -0.01

=====

Record 10
Computed, not measured: a structure of composition C3H2FO2Sr at a distorted geometry, with ωB97M-V with the def2-TZVPD basis set.

Frontier orbital gap (spin up / spin down), eV: 5.8 / 7.9
Multiplicity: 2
Net charge: +2
Highest occupied orbital energy (spin up / spin down), eV: -15.457 / -17.481
LUMO energy (spin up / spin down), eV: -9.6 / -9.6

Positions of all 9 atoms, in Å:
Sr  -2.84  2.92  0.50
F  -1.22  -0.44  1.46
O  0.79  -1.25  -1.76
O  -1.08  1.24  0.10
C  -0.57  0.20  0.52
C  1.06  -0.15  0.39
C  0.54  -0.99  -0.52
H  1.58  -0.38  1.31
H  1.73  -1.14  -2.01

=====

Record 11
Computed, not measured: a structure of composition C3H2FO2Tl at a distorted geometry, with ωB97M-V with the def2-TZVPD basis set.

Frontier orbital gap (spin up / spin down), eV: 5.7 / 5.7
Multiplicity: 1
Net charge: 0
Highest occupied orbital energy (spin up / spin down), eV: -6.948 / -6.949
LUMO energy (spin up / spin down), eV: -1.2 / -1.2

Positions of all 9 atoms, in Å:
Tl  3.55  0.20  0.04
F  -1.77  1.15  -0.71
O  0.33  1.07  0.20
O  0.67  -0.88  -0.71
C  -0.72  -0.98  -0.27
C  -1.00  0.35  0.21
C  1.20  0.34  -0.46
H  -1.50  0.50  1.17
H  -0.77  -1.74  0.52

=====

Record 12
Computed, not measured: an isolated molecule of C3H2FOP at a distorted geometry, with ωB97M-V with the def2-TZVPD basis set.

Frontier orbital gap, eV: 9.6
Multiplicity: 1
Net charge: 0
Highest occupied orbital energy, eV: -10.079
LUMO energy, eV: -0.5

Positions of all 8 atoms, in Å:
P  1.34  0.99  0.48
F  2.58  1.00  -0.58
O  1.11  -1.70  -0.12
C  -1.98  -0.31  0.25
C  0.59  -0.63  0.02
C  -0.83  -0.61  0.20
H  -3.10  -0.19  0.28
H  0.31  1.45  -0.52

=====

Record 13
Computed, not measured: an isolated molecule of C3H2FOP at a distorted geometry, with ωB97M-V with the def2-TZVPD basis set.

Frontier orbital gap, eV: 9.0
Multiplicity: 1
Net charge: 0
Highest occupied orbital energy, eV: -8.931
LUMO energy, eV: 0.1

Positions of all 8 atoms, in Å:
P  0.00  0.77  -1.75
F  1.44  0.35  -2.32
O  0.66  -1.46  2.25
C  0.14  -0.61  1.65
C  -0.59  0.36  1.02
C  0.18  -0.07  -0.02
H  -0.42  -0.50  -2.14
H  -1.41  1.17  1.32

=====

Record 14
Computed, not measured: an isolated molecule of C3H2FP at a distorted geometry, with ωB97M-V with the def2-TZVPD basis set.

Frontier orbital gap, eV: 8.1
Multiplicity: 1
Net charge: 0
Highest occupied orbital energy, eV: -8.802
LUMO energy, eV: -0.7

Positions of all 7 atoms, in Å:
P  1.52  1.30  0.08
F  -3.30  -0.31  -0.02
C  0.59  -0.14  -0.10
C  -0.82  -0.08  -0.09
C  -2.05  -0.44  -0.19
H  2.85  0.65  0.46
H  1.21  -0.97  -0.14

=====

Record 15
Computed, not measured: a structure of composition C3H2HgO3 at a distorted geometry, with ωB97M-V with the def2-TZVPD basis set.

Frontier orbital gap (spin up / spin down), eV: 6.9 / 4.1
Multiplicity: 3
Net charge: 0
Highest occupied orbital energy (spin up / spin down), eV: -7.296 / -8.439
LUMO energy (spin up / spin down), eV: -0.4 / -4.3

Positions of all 9 atoms, in Å:
Hg  3.16  -0.22  1.32
O  0.92  -0.96  0.40
O  -0.29  0.15  -0.81
O  -1.28  -0.57  0.98
C  -2.33  0.27  0.50
C  -2.00  0.83  -0.62
C  -0.14  -0.25  0.42
H  -2.14  1.69  -1.26
H  0.82  -0.94  -0.87

=====

Record 16
Computed, not measured: a structure of composition C3H2I2 at a distorted geometry, with ωB97M-V with the def2-TZVPD basis set.

Frontier orbital gap (spin up / spin down), eV: 7.1 / 7.2
Multiplicity: 1
Net charge: 0
Highest occupied orbital energy (spin up / spin down), eV: -8.043 / -8.099
LUMO energy (spin up / spin down), eV: -0.9 / -0.9

Positions of all 7 atoms, in Å:
I  2.70  -1.16  0.12
I  -0.87  -1.82  0.16
C  -0.70  0.42  0.33
C  -1.96  0.23  0.20
C  1.82  0.50  -0.71
H  -2.91  0.43  0.12
H  1.92  1.41  -0.23

=====

Record 17
Computed, not measured: an isolated molecule of C3H2INS at a distorted geometry, with ωB97M-V with the def2-TZVPD basis set.

Frontier orbital gap (spin up / spin down), eV: 6.3 / 6.3
Multiplicity: 3
Net charge: 0
Highest occupied orbital energy (spin up / spin down), eV: -6.685 / -8.734
LUMO energy (spin up / spin down), eV: -0.4 / -2.4

Positions of all 8 atoms, in Å:
I  -3.41  -0.23  1.19
S  1.70  0.31  -0.76
N  -0.44  -0.25  0.86
C  0.78  0.15  0.78
C  0.68  -0.02  -1.98
C  -1.42  -0.94  1.07
H  1.02  0.69  1.70
H  1.10  0.29  -2.86

=====

Record 18
Computed, not measured: a structure of composition C3H2IO3 at a distorted geometry, with ωB97M-V with the def2-TZVPD basis set.

Frontier orbital gap, eV: 8.5
Multiplicity: 1
Net charge: +1
Highest occupied orbital energy, eV: -14.893
LUMO energy, eV: -6.4

Positions of all 9 atoms, in Å:
I  -1.56  0.08  -2.15
O  1.77  -0.53  0.12
O  0.73  2.56  1.40
O  -0.75  0.83  0.92
C  -0.02  1.74  1.15
C  -0.67  -0.44  -0.37
C  0.88  -1.00  -0.44
H  -1.20  -1.24  0.15
H  0.80  -2.00  -0.78

=====

Record 19
Computed, not measured: a structure of composition C3H2InLiO3 at a distorted geometry, with ωB97M-V with the def2-TZVPD basis set.

Frontier orbital gap, eV: 3.5
Multiplicity: 1
Net charge: +2
Highest occupied orbital energy, eV: -16.947
LUMO energy, eV: -13.4

Positions of all 10 atoms, in Å:
In  -1.01  -0.15  2.82
O  0.19  -1.46  -0.63
O  -0.43  -1.26  1.45
O  -0.87  0.40  0.05
C  1.19  -0.15  -2.52
C  0.68  -0.85  -1.68
C  -0.51  -0.75  0.31
Li  -0.35  2.04  0.85
H  -0.50  1.60  2.57
H  1.59  0.57  -3.21

=====

Record 20
Computed, not measured: a structure of composition C3H2LiOTl at a distorted geometry, with ωB97M-V with the def2-TZVPD basis set.

Frontier orbital gap, eV: 5.8
Multiplicity: 1
Net charge: 0
Highest occupied orbital energy, eV: -6.650
LUMO energy, eV: -0.9

Positions of all 8 atoms, in Å:
Tl  1.59  1.82  -0.45
O  1.12  0.21  0.86
C  0.46  -0.43  -0.20
C  -0.47  0.45  -1.01
C  -1.17  -0.46  -0.36
Li  -0.34  0.29  1.97
H  -2.24  -0.63  -0.15
H  1.05  -1.24  -0.66

=====

Relative energy (zero: lowest compared OMol25 entry of this formula, charge and spin) / kcal/mol: 73.9 100.9 18.2 0.0 65.1 26.1 5.3 5.8 3.9 52.5 76.9 8.5 24.3 19.2 132.6 134.3 70.2 49.7 4.8 0.0
E_tot / eV: -14009.76130 -14008.58903 -16053.93600 -16380.23048 -18051.94547 -18053.63840 -7349.48736 -9397.25688 -9397.33791 -10770.53765 -14645.07210 -17194.35648 -17193.67299 -15144.83458 -13450.28446 -19336.27266 -23562.00320 -17375.96451 -14641.27379 -10085.00742